(1)
# C4H12OS2

A 2-piece molecular cluster, C4H12OS2 overall in a non-equilibrium geometry (ωB97M-V/def2-TZVPD, OMol25).

```
19
Properties=species:S:1:pos:R:3:forces:R:3
C 1.316248 1.526894 -0.350165 1.4118 1.1494 -0.9845
C 1.796391 0.565426 -1.444943 -0.0562 -1.8911 0.4542
S 0.099508 -0.447224 -1.732036 -0.4497 1.3088 1.8681
S -1.314030 -1.374722 -2.954238 0.3391 -0.3032 -0.2107
C -1.658628 -2.871556 -1.850024 0.3326 1.7859 -0.2534
C -1.510651 -2.686386 -0.344521 0.9101 -1.1604 0.8307
H 2.005860 1.392314 0.472974 -0.1755 -0.0625 0.5186
H 1.556717 2.514504 -0.753760 -0.2362 0.2031 0.1900
H 0.294059 1.594753 -0.009101 -0.2798 -0.7128 -0.1679
H 2.358621 1.049034 -2.244616 -0.5589 -0.2045 -0.1756
H 2.442182 -0.197227 -0.939796 -0.5178 0.4457 -0.9145
H -0.909939 -3.574521 -2.208249 -0.5149 -0.4866 0.1926
H -2.708889 -3.097909 -2.070908 0.4293 -0.2541 -0.3883
H -1.582435 -3.746340 -0.041329 -0.1734 0.3420 0.4838
H -0.478655 -2.411050 -0.061892 -0.5363 0.0109 -0.2792
H -2.191764 -2.098166 0.308075 0.0764 -0.1707 -1.1645
O -0.157724 4.738133 5.485163 -0.9767 0.3586 0.2338
H 0.047429 4.270530 4.676401 0.5850 -0.0744 0.1322
H 0.595700 4.853518 6.062965 0.3912 -0.2840 -0.3655
```
Forces are in eV/Å.

As for the total energy: -28057.987 eV. Its SMILES is CCSSCC.O. As for the molar mass: 140.27 g mol⁻¹. The total charge is 0. As for the gap between HOMO and LUMO: 7.417 eV. The calculation puts the relative energy (zero: lowest compared OMol25 entry of this formula, charge and spin) at 277.7 kJ/mol.

=====

(2)
# C4H12OS2

A 2-piece molecular cluster, C4H12OS2 overall in a non-equilibrium geometry (ωB97M-V/def2-TZVPD, OMol25).

```
19
Properties=species:S:1:pos:R:3:forces:R:3
C -1.278684 -0.978550 -2.037105 0.1207 -0.3957 0.1686
C -0.223884 -0.318880 -2.941475 -0.7226 -0.7511 -0.1110
S 0.419845 1.169259 -2.130485 0.2609 0.3088 -0.3274
S 2.155115 0.700879 -1.172545 -0.3723 -0.6408 0.5112
C 1.635195 -0.173470 0.395224 0.2134 -0.3433 0.2826
C 0.421515 0.451929 1.060204 -0.1527 0.6191 -0.2609
H -0.783364 -1.645840 -1.311855 -0.3202 0.2418 -0.1328
H -1.985584 -1.574950 -2.638115 0.2611 0.1302 0.2759
H -1.847324 -0.214490 -1.480805 0.1674 -0.3400 -0.2775
H 0.561755 -1.043880 -3.228874 -0.2217 0.6046 0.1929
H -0.773734 -0.036730 -3.859904 0.6663 0.3680 0.2923
H 1.505945 -1.257580 0.212314 0.0826 0.5766 -0.0973
H 2.489835 -0.048510 1.087624 -0.1481 -0.1360 -0.5548
H 0.713295 1.488599 1.298503 -0.4662 -0.2641 0.0204
H 0.094965 -0.044140 1.989664 0.3448 -0.0352 -0.4001
H -0.428724 0.478309 0.358064 0.2883 0.0499 0.4205
O -1.204564 1.240489 4.913353 0.9647 -0.7015 -0.3498
H -1.162164 0.602129 4.165712 -0.0120 0.6945 0.8146
H -0.309434 1.205429 5.320502 -0.9544 0.0142 -0.4673
```
Forces are in eV/Å.

As for the total energy: -28060.539 eV. Its SMILES is CCSSCC.O. As for the molar mass: 140.27 g mol⁻¹. The total charge is 0. As for the gap between HOMO and LUMO: 9.505 eV. The calculation puts the relative energy (zero: lowest compared OMol25 entry of this formula, charge and spin) at 31.5 kJ/mol.

=====

Question: What is the formula in the second record?
Answer: C4H12OS2